--- a ---
Molecular formula: C2H4ClFO2
Method: DFT, ωB97M-V with the def2-TZVPD basis set

Each line ends with the Mulliken charge.
Geometry (Å):
C  -0.092  2.197  0.335  -0.47
C  0.309  0.196  1.364  0.48
O  0.110  -3.080  0.115  -0.63
O  0.625  1.412  1.096  -0.22
F  -0.896  -0.315  0.892  -0.23
Cl  0.791  -0.461  2.924  -0.13
H  -0.387  -2.920  0.994  0.32
H  0.611  2.919  -0.144  0.27
H  -1.157  2.087  0.208  0.31
H  -0.164  -2.401  -0.527  0.32

Results
Charge: 0
E_LUMO (alpha / beta) (eV): 0.16 / 0.08
E_HOMO (alpha / beta) (eV): -8.46 / -8.29

=====

--- b ---
Molecular formula: C2H4ClFO2
Method: DFT, ωB97M-V with the def2-TZVPD basis set

Each line ends with the Mulliken charge.
Geometry (Å):
C  1.471  0.051  -0.551  -0.48
C  0.271  -1.656  0.339  0.40
O  -2.321  0.104  -0.516  -0.59
O  0.393  -0.500  -0.202  -0.10
F  1.485  -2.360  0.492  -0.25
Cl  -1.003  -2.716  -0.053  -0.10
H  -2.966  0.916  -0.419  0.29
H  1.568  1.153  -0.802  0.25
H  2.386  -0.407  -0.233  0.27
H  -2.648  -0.343  -1.360  0.32

Results
Charge: 0
E_LUMO (alpha / beta) (eV): 0.34 / 0.50
E_HOMO (alpha / beta) (eV): -7.83 / -7.98

=====

Top of the stability list: a, leading by 17.5 kJ/mol.

=====

--- a ---
Molecular formula: C3H8N3
Method: DFT, ωB97M-V with the def2-TZVPD basis set

Each line ends with the Mulliken charge.
Geometry (Å):
C  -2.020  0.223  0.325  -0.38
C  -0.529  0.685  0.544  -0.48
C  2.661  -0.652  0.094  -0.15
N  -0.456  -1.278  -0.457  -0.38
N  -1.720  -0.992  -0.441  0.12
N  0.221  -0.473  0.216  0.09
H  -2.268  0.034  1.387  0.25
H  -2.760  0.857  -0.247  0.30
H  -0.006  1.560  0.012  0.29
H  -0.617  0.960  1.678  0.24
H  2.813  0.409  -0.188  0.28
H  2.657  -1.458  -0.580  0.29
H  2.662  -0.842  1.075  0.29
H  -2.351  -1.612  -0.915  0.25

Results
Charge: +1
E_LUMO (alpha / beta) (eV): -6.57 / -6.57
E_HOMO (alpha / beta) (eV): -13.82 / -13.82

=====

--- b ---
Molecular formula: C3H8N3
Method: DFT, ωB97M-V with the def2-TZVPD basis set

Each line ends with the Mulliken charge.
Geometry (Å):
C  1.768  -0.423  -0.331  0.14
C  0.586  1.065  0.741  -0.23
C  -1.658  -0.102  -0.350  -0.74
N  1.722  0.720  0.130  -0.29
N  0.593  -1.140  -0.149  -0.82
N  -0.394  -0.269  0.376  0.29
H  2.809  -0.874  -0.710  0.37
H  0.736  0.918  1.821  0.30
H  0.219  1.994  0.317  0.35
H  -1.906  0.993  -0.329  0.31
H  -1.616  -0.626  -1.285  0.31
H  -2.482  -0.457  0.302  0.31
H  0.194  -1.197  -1.833  0.31
H  -0.570  -0.602  1.300  0.40

Results
Charge: +1
E_LUMO (eV): -6.01
E_HOMO (eV): -15.00

=====

Top of the stability list: a, leading by 65.2 kJ/mol.

=====

--- a ---
Molecular formula: C3H8N3
Method: DFT, ωB97M-V with the def2-TZVPD basis set

Each line ends with the Mulliken charge.
Geometry (Å):
C  -0.742  -1.028  -0.650  -0.31
C  -0.364  0.410  -0.742  -0.20
C  1.422  -0.798  0.637  -0.93
N  -2.094  4.248  -1.490  -0.01
N  -1.495  3.604  -0.777  -0.11
N  0.015  -0.317  0.407  0.06
H  -1.720  -1.356  -0.324  0.28
H  -0.103  -1.779  -1.088  0.29
H  0.279  0.715  -1.595  0.26
H  2.040  -0.533  -0.200  0.34
H  1.927  -0.240  1.400  0.39
H  1.479  -1.809  0.976  0.37
H  -2.409  5.172  -1.759  0.29
H  -0.421  -0.151  1.241  0.28

Results
Charge: +1
E_LUMO (alpha / beta) (eV): -2.70 / -5.81
E_HOMO (alpha / beta) (eV): -14.43 / -10.35

=====

--- b ---
Molecular formula: C3H8N3
Method: DFT, ωB97M-V with the def2-TZVPD basis set

Each line ends with the Mulliken charge.
Geometry (Å):
N  0.431  0.588  -3.202  -0.78
H  1.418  0.762  -3.417  0.25
H  -0.090  1.419  -3.499  0.25
H  0.127  -0.185  -3.802  0.25
C  0.286  0.820  1.298  -0.13
C  -0.048  0.199  2.472  -0.37
C  -0.557  -1.178  0.802  -0.12
N  -0.040  -0.056  0.292  0.03
N  -0.563  -1.026  2.129  -0.04
H  0.723  1.799  1.105  0.39
H  0.040  0.531  3.507  0.38
H  -0.905  -2.047  0.244  0.36
H  0.089  0.115  -0.722  0.29
H  -0.911  -1.741  2.794  0.26

Results
Charge: +1
E_LUMO (eV): -3.09
E_HOMO (eV): -13.99

=====

Top of the stability list: b, leading by 703.0 kJ/mol.